Entry 1
DFT (ωB97M-V/def2-TZVPD) results for a 7-piece molecular cluster, H14O7 overall.

CARTESIAN COORDINATES (ANGSTROEM)
H (-0.8980, 0.9345, 0.7386)
H (-0.2894, -0.4534, 0.6234)
H (-1.6914, -2.2133, -0.4570)
H (-0.5492, -2.8082, -1.2642)
H (0.4493, 3.7912, 0.9074)
H (1.6249, 4.5879, 0.3658)
H (-0.3469, 0.0140, -1.5184)
H (0.7984, 0.9897, -1.3031)
H (0.4730, -3.1316, 1.6395)
H (1.8381, -3.7935, 1.7309)
H (-4.0156, 0.6637, 0.3535)
H (-5.2765, -0.1399, 0.0808)
H (3.8537, 0.5596, -0.1117)
H (4.2900, 0.2513, -1.5346)
O (-0.6334, 0.2722, 0.0903)
O (-1.0858, -2.0121, -1.1793)
O (0.9221, 4.6228, 1.0245)
O (0.6132, 0.0542, -1.4428)
O (1.3037, -3.0959, 2.1268)
O (-4.9280, 0.7584, 0.0576)
O (3.5480, 0.1484, -0.9281)

For the HOMO-LUMO gap, the calculation gives 0.32295 hartree. The structure (SMILES) is O.O.O.O.O.O.O. Its HOMO energy is -8.85 eV. The calculation puts the LUMO energy at -0.0021 Eh.

=====

Entry 2
DFT (ωB97M-V/def2-TZVPD) results for a 7-piece molecular cluster, H14O7 overall.

CARTESIAN COORDINATES (ANGSTROEM)
O (-0.8110, 1.9511, 0.3494)
H (-1.6120, 1.9301, -0.2056)
H (-0.5360, 0.9461, 0.2834)
H (-1.1120, 2.2881, 1.3424)
O (0.0560, -0.6209, 0.0384)
H (0.7470, 0.1091, 0.2814)
O (-1.1050, -0.8719, 2.4684)
H (-0.7920, -0.6799, 1.6254)
H (-1.8980, -0.8949, 2.1694)
O (-1.2860, -2.7329, -1.3066)
H (-1.8480, -2.2019, -1.8546)
H (-0.8820, -1.9629, -0.8376)
O (-0.5220, 0.4171, -2.3776)
H (-0.3960, 1.3451, -2.3346)
H (-0.2560, -0.1009, -1.6196)
O (1.7740, -2.5449, 0.9514)
H (1.2990, -1.8759, 0.4874)
H (1.6350, -2.4559, 2.0294)
O (2.6440, 2.3711, -0.4886)
H (2.2030, 2.7041, 0.2734)
H (2.6990, 2.8811, -1.2756)

For the HOMO-LUMO gap, the calculation gives 0.29688 hartree. Its HOMO energy is -9.85 eV. The calculation puts the LUMO energy at -0.0651 Eh.

=====

Which one is most stable, and which one is least stable? entry 1 is the most stable of them, while entry 2 is the least stable.

=====

Entry 1
DFT (ωB97M-V/def2-TZVPD) results for a 7-piece molecular cluster, H14O7 overall.

CARTESIAN COORDINATES (ANGSTROEM)
O (1.5012, 2.3879, -4.5080)
H (2.1346, 2.9628, -4.9375)
H (1.7481, 2.4071, -3.5834)
O (0.8688, 1.8978, 3.8311)
H (0.3252, 2.2141, 4.5527)
H (1.3662, 1.1710, 4.2061)
O (0.1661, -0.0987, -0.0298)
H (-0.6612, -0.5801, -0.0252)
H (0.0671, 0.5554, 0.6620)
O (4.1863, -2.9609, -2.0185)
H (3.6134, -2.6215, -1.3309)
H (4.9430, -3.3117, -1.5488)
O (-1.4044, -6.0768, 0.8778)
H (-0.8922, -6.4246, 0.1478)
H (-2.1521, -5.6466, 0.4628)
O (-4.2262, -1.5707, -0.9034)
H (-5.1220, -1.8708, -1.0572)
H (-4.3154, -0.6370, -0.7124)
O (-0.8053, 6.3258, 2.2507)
H (-0.4645, 5.4382, 2.3613)
H (-0.8765, 6.4392, 1.3030)

For the HOMO-LUMO gap, the calculation gives 0.43298 hartree. The structure (SMILES) is O.O.O.O.O.O.O. Its HOMO energy is -11.42 eV. The calculation puts the LUMO energy at 0.0132 Eh.

=====

Entry 2
DFT (ωB97M-V/def2-TZVPD) results for a 7-piece molecular cluster, H14O7 overall.

CARTESIAN COORDINATES (ANGSTROEM)
O (-0.9748, 0.4132, 0.7900)
H (-0.6470, 0.2388, 1.6811)
H (-0.4428, -0.1786, 0.2752)
O (0.8543, 1.1699, -1.5431)
H (1.6687, 0.7352, -1.2552)
H (0.5748, 1.5624, -0.7405)
O (0.5738, 0.3777, 2.9388)
H (1.2480, 0.9928, 2.6373)
H (0.6128, 0.2041, 3.9354)
O (-0.7210, -0.9575, -3.4347)
H (-0.2147, -0.9979, -2.5898)
H (-0.0817, -0.6675, -4.1144)
O (0.4589, -1.5935, -0.8615)
H (0.6749, -2.2133, -1.5873)
H (1.3402, -1.2372, -0.9336)
O (-2.6758, 2.6962, 0.4545)
H (-2.2620, 1.8603, 0.2472)
H (-3.2161, 3.0742, -0.3023)
O (1.3037, -2.0738, 1.6686)
H (0.9983, -2.1163, 0.7412)
H (0.9275, -1.2892, 1.9932)

For the HOMO-LUMO gap, the calculation gives 0.38177 hartree. The structure (SMILES) is O.O.O.O.O.O.O. Its HOMO energy is -10.63 eV. The calculation puts the LUMO energy at -0.0089 Eh.

=====

Entry 3
DFT (ωB97M-V/def2-TZVPD) results for a 7-piece molecular cluster, H14O7 overall.

CARTESIAN COORDINATES (ANGSTROEM)
O (0.2061, -0.4402, -0.8338)
H (-0.2057, -0.0833, -0.0469)
H (1.1318, -0.2136, -0.7441)
O (-2.5924, 0.3775, -1.8424)
H (-1.7887, 0.5381, -1.3480)
H (-3.1205, -0.1773, -1.2683)
O (-0.2274, 1.5114, 2.2945)
H (-0.0283, 1.8451, 3.1693)
H (0.0224, 0.5879, 2.3274)
O (-1.1611, -2.0892, 1.4903)
H (-0.2097, -2.1299, 1.3927)
H (-1.3158, -2.2812, 2.4152)
O (3.0000, -0.0232, -0.9128)
H (3.7047, 0.4839, -0.5097)
H (3.4037, -0.8631, -1.1317)
O (-3.5455, -1.0790, 0.5516)
H (-2.6566, -1.3747, 0.7483)
H (-3.9041, -0.8162, 1.3993)
O (2.7932, 2.0834, -2.6307)
H (2.8396, 1.6578, -1.7745)
H (3.6541, 2.4857, -2.7457)

For the HOMO-LUMO gap, the calculation gives 0.35664 hartree. The structure (SMILES) is O.O.O.O.O.O.O. Its HOMO energy is -9.96 eV. The calculation puts the LUMO energy at -0.0093 Eh.

=====

Entry 4
DFT (ωB97M-V/def2-TZVPD) results for H14O7 as an isolated structure.

CARTESIAN COORDINATES (ANGSTROEM)
O (1.4139, 0.9103, 1.3452)
H (1.5119, 1.7228, 0.8486)
H (2.3066, 0.5785, 1.4410)
O (-0.8670, 0.2686, -2.5826)
H (-0.2085, -0.4204, -2.4939)
H (-0.9778, 0.6103, -1.6954)
O (1.7176, -0.5557, -0.8865)
H (2.1097, -0.6977, -0.0249)
H (2.3996, -0.1114, -1.3903)
O (-0.6887, -0.0749, 2.5245)
H (-0.3613, 0.0310, 1.6313)
H (-1.2898, -0.8180, 2.4733)
O (-0.4279, -0.3024, 0.3891)
H (0.5002, -0.1133, 0.5272)
H (-0.7378, 0.4112, -0.1685)
O (-0.9119, -2.4416, -0.0750)
H (-1.4168, -2.4952, 0.7364)
H (-0.8151, -1.5029, -0.2358)
O (-1.0156, 1.2960, -0.6877)
H (-0.4344, 2.0498, -0.5869)
H (-1.8069, 1.6550, -1.0893)

For the HOMO-LUMO gap, the calculation gives 0.31358 hartree. Its HOMO energy is -9.28 eV. The calculation puts the LUMO energy at -0.0274 Eh.

=====

Which one is most stable, and which one is least stable? entry 3 is the most stable of them, while entry 4 is the least stable.

=====

Entry 1
DFT (ωB97M-V/def2-TZVPD) results for a 7-piece molecular cluster, H14O7 overall.

CARTESIAN COORDINATES (ANGSTROEM)
O (10.8785, -11.2028, 13.9065)
H (10.0674, -10.7349, 14.1047)
H (10.8246, -11.3901, 12.9693)
O (9.9764, -16.8455, 12.0775)
H (9.9916, -16.2043, 11.3669)
H (10.8854, -16.8978, 12.3730)
O (12.6711, -17.1879, 5.2047)
H (13.2671, -16.5001, 4.9079)
H (12.9618, -17.3901, 6.0940)
O (15.5177, -15.5042, 9.2375)
H (16.2761, -15.8999, 8.8078)
H (15.7842, -14.6013, 9.4110)
O (3.8824, -12.1010, 7.2989)
H (2.9700, -12.0747, 7.0106)
H (4.3429, -12.5600, 6.5964)
O (6.3475, -7.5516, 6.9509)
H (5.7614, -8.3071, 6.9062)
H (5.7643, -6.7932, 6.9195)
O (9.5526, -13.4492, 8.4524)
H (9.0114, -12.9854, 7.8135)
H (10.2046, -13.9105, 7.9249)

For the HOMO-LUMO gap, the calculation gives 0.42751 hartree. The structure (SMILES) is O.O.O.O.O.O.O. Its HOMO energy is -11.33 eV. The calculation puts the LUMO energy at 0.0112 Eh.

=====

Entry 2
DFT (ωB97M-V/def2-TZVPD) results for a 7-piece molecular cluster, H14O7 overall.

CARTESIAN COORDINATES (ANGSTROEM)
O (-46.5612, -38.3866, -10.3360)
H (-47.5095, -38.5364, -10.7178)
H (-45.8041, -38.0295, -10.8647)
O (-50.0612, -37.8129, -9.6320)
H (-49.7480, -37.8089, -10.5209)
H (-50.4904, -37.0632, -9.2753)
O (-51.5526, -39.9586, -8.6952)
H (-51.0550, -39.5018, -9.2140)
H (-50.9353, -40.6585, -8.1699)
O (-50.0534, -34.9561, -6.6543)
H (-49.7030, -35.8825, -6.3349)
H (-50.1998, -35.0727, -7.5404)
O (-48.6797, -38.7194, -11.8750)
H (-48.4118, -38.4428, -12.7040)
H (-49.3360, -39.4603, -12.0514)
O (-48.2863, -39.9758, -8.3439)
H (-48.3779, -39.4468, -9.0870)
H (-47.3179, -39.9486, -8.2007)
O (-50.8726, -34.7799, -9.3450)
H (-51.2054, -33.9361, -9.4722)
H (-51.6872, -35.1762, -9.6074)

For the HOMO-LUMO gap, the calculation gives 0.38567 hartree. The structure (SMILES) is O.O.O.O.O.O.O. Its HOMO energy is -10.62 eV. The calculation puts the LUMO energy at -0.0044 Eh.

=====

Which one is most stable, and which one is least stable? entry 1 is the most stable of them, while entry 2 is the least stable.

=====

Entry 1
DFT (ωB97M-V/def2-TZVPD) results for a 2-piece molecular cluster, C2H6NO3 overall.

CARTESIAN COORDINATES (ANGSTROEM)
O (-0.6752, 1.6686, 1.8455)
C (-0.2886, 0.8834, 1.0111)
O (0.9564, 0.5991, 0.7947)
C (-1.2959, 0.4778, -0.0966)
N (-1.0885, -0.9029, -0.7647)
H (-2.4012, 0.5305, 0.3092)
H (-1.0930, 1.1690, -0.9766)
H (-0.9979, -1.5290, 0.0296)
H (-0.0694, -0.7981, -1.0441)
H (3.0718, -0.7878, -0.4776)
H (1.7186, -0.2092, -0.1041)
O (2.1628, -1.1015, -0.5264)

Its charge is -1. For the HOMO-LUMO gap, the calculation gives 0.32720 hartree. Its HOMO energy is -4.60 eV. The calculation puts the LUMO energy at 0.1580 Eh.

=====

Entry 2
DFT (ωB97M-V/def2-TZVPD) results for a 2-piece molecular cluster, C2H6NO3 overall.

CARTESIAN COORDINATES (ANGSTROEM)
C (-0.8729, -1.0499, -1.2812)
N (-1.2360, -0.4703, -0.0073)
C (-0.2060, -0.4129, 1.0076)
O (-0.0671, 0.8184, 1.4316)
O (0.5900, -1.3776, 1.2945)
H (0.1506, -1.2080, -1.3700)
H (-1.3090, -2.0783, -1.2977)
H (-1.2974, -0.3274, -2.0432)
H (-1.5183, 0.5174, 0.0666)
H (1.4981, 1.6135, 1.3278)
H (2.0409, 1.8355, 0.0006)
O (2.2272, 2.1396, 0.8706)

Its charge is -1. For the HOMO-LUMO gap, the calculation gives 0.30848 hartree. Its HOMO energy is -4.30 eV. The calculation puts the LUMO energy at 0.1503 Eh.

=====

Entry 3
DFT (ωB97M-V/def2-TZVPD) results for C2H6NO3 as an isolated structure.

CARTESIAN COORDINATES (ANGSTROEM)
O (-1.9457, -0.3011, 1.0889)
C (-1.0060, 0.5125, 1.0223)
N (0.2034, 0.3705, 0.5261)
C (1.5900, 1.2394, -0.5442)
O (2.5387, 0.4704, -0.7410)
H (-1.2509, 1.5158, 1.4433)
H (0.5750, -0.5612, 0.6915)
H (1.7671, 2.0539, 0.1757)
H (0.8643, 1.4135, -1.3479)
H (-0.4978, -1.6375, -1.2915)
H (-1.5825, -1.3634, -0.3018)
O (-1.3388, -2.0149, -1.0049)

Its charge is -1. For the HOMO-LUMO gap, the calculation gives 0.32348 hartree. Its HOMO energy is -4.51 eV. The calculation puts the LUMO energy at 0.1577 Eh.

=====

Which one is most stable, and which one is least stable? entry 2 is the most stable of them, while entry 3 is the least stable.